# C5H8N2O3

A structure of composition C5H8N2O3 at a distorted geometry (ωB97M-V/def2-TZVPD, the OMol25 dataset).

XYZ file:
```
18
Properties=species:S:1:pos:R:3:mulliken_charge:R:1
C 1.99 -0.21 1.53 -0.895
C -2.38 0.14 -0.53 -1.183
N 0.90 -0.08 0.57 0.167
C 0.39 -1.20 -0.28 0.388
C 0.23 0.98 0.27 0.487
C -0.98 0.11 -1.09 0.698
O 1.29 -1.42 -1.29 -0.528
N -0.11 2.10 0.66 -0.595
O -0.27 -2.09 0.24 -0.575
O -0.74 0.20 -2.27 -0.623
H 0.82 -1.20 -2.13 0.380
H 0.29 2.93 0.23 0.288
H 1.64 -0.85 2.34 0.315
H 2.27 0.77 1.93 0.357
H 2.85 -0.68 1.04 0.314
H -2.72 1.18 -0.45 0.321
H -2.42 -0.33 0.45 0.297
H -3.06 -0.37 -1.21 0.385
```

Properties
energy relative to the best compared isomer or geometry (same formula, charge and spin): 89.6 kcal/mol
highest occupied orbital energy (spin up / spin down): -8.086 / -8.087 eV
LUMO level (spin up / spin down): -0.648 / -0.648 eV